Record 1
The following is a DFT calculation (ωB97M-V with the def2-TZVPD basis set) of a cluster of 2 separate species, CH5NOS in total in a non-equilibrium geometry.

Element x y z (Å)
S  -3.266  0.801  1.871
H  -3.079  0.596  3.228
H  -2.579  -0.412  1.761
C  1.083  0.311  -1.144
N  1.831  -0.795  -1.375
O  0.349  0.383  -0.167
H  1.330  1.263  -1.632
H  1.737  -1.265  -0.470
H  2.595  -0.882  -2.072

Summary:
LUMO energy (alpha / beta) (eV): -5.19 / -10.34
Multiplicity: 2
Energy above the lowest of the compared OMol25 structures with the same formula, charge and spin (eV): 0.836
E_HOMO (alpha / beta) (eV): -13.10 / -13.09
Gap between HOMO and LUMO (alpha / beta) (eV): 7.91 / 2.76
Charge: +1

natural (NBO) population analysis, charges in e, atoms 1 to 2:
1. S 0.59
2. H 0.19

***

Record 2
The following is a DFT calculation (ωB97M-V with the def2-TZVPD basis set) of a cluster of 2 separate species, C13H19N2O7 in total in a non-equilibrium geometry.

Element x y z (Å)
O  2.528  3.357  1.403
C  2.642  3.381  0.162
O  2.542  2.428  -0.597
O  2.890  4.717  -0.386
C  1.847  5.175  -1.094
O  1.939  5.392  -2.279
N  0.614  5.458  -0.402
C  -0.226  4.291  -0.433
C  -0.759  3.782  0.734
C  -1.504  2.644  0.577
C  -1.723  2.030  -0.623
N  -1.233  2.532  -1.751
C  -0.505  3.615  -1.603
H  0.894  5.529  0.578
H  -0.585  4.242  1.697
H  -1.918  2.179  1.469
H  -2.298  1.114  -0.692
H  -0.062  4.026  -2.507
C  2.504  -1.590  0.728
O  1.303  -2.264  1.067
C  0.299  -1.378  1.533
C  -1.083  -1.834  1.112
O  -1.368  -1.627  -0.264
C  -0.714  -2.466  -1.205
C  -1.187  -3.907  -1.195
O  -0.653  -4.617  -0.088
C  -1.507  -5.636  0.372
H  2.988  -1.187  1.623
H  3.168  -2.313  0.254
H  2.315  -0.778  0.018
H  0.477  -0.366  1.152
H  0.353  -1.352  2.630
H  -1.806  -1.214  1.650
H  -1.278  -2.867  1.405
H  0.369  -2.400  -1.104
H  -0.968  -2.045  -2.180
H  -0.836  -4.404  -2.110
H  -2.283  -3.926  -1.178
H  -2.505  -5.240  0.598
H  -1.083  -6.038  1.291
H  -1.587  -6.442  -0.367

Summary:
LUMO energy (eV): 2.64
Energy above the lowest of the compared OMol25 structures with the same formula, charge and spin (eV): 0.000
E_HOMO (eV): -5.09
Gap between HOMO and LUMO (eV): 7.73
Charge: -1

natural (NBO) population analysis, charges in e, atoms 1 to 2:
1. O -0.77
2. C 0.92

***

Record 3
The following is a DFT calculation (ωB97M-V with the def2-TZVPD basis set) of a cluster of 26 separate species, C26H104N52O26 in total in a non-equilibrium geometry.

Element x y z (Å)
C  0.577  6.766  0.449
O  1.408  5.896  0.632
N  1.004  8.055  0.426
N  -0.695  6.561  0.358
H  2.005  8.098  0.334
H  0.579  8.741  -0.159
H  -1.321  7.194  -0.124
H  -0.837  5.585  0.228
C  3.143  -5.003  3.240
O  3.793  -5.133  2.216
N  3.206  -3.923  4.121
N  2.242  -5.906  3.692
H  3.962  -3.214  4.171
H  2.680  -4.065  4.986
H  1.783  -5.764  4.612
H  1.869  -6.646  3.041
C  -3.520  -3.084  -5.258
O  -2.541  -3.616  -5.858
N  -3.424  -2.079  -4.420
N  -4.780  -3.528  -5.258
H  -4.246  -1.502  -4.249
H  -2.500  -1.649  -4.502
H  -4.932  -4.359  -5.784
H  -5.480  -3.112  -4.669
C  -5.917  1.875  0.116
O  -4.747  2.126  0.343
N  -6.897  2.022  0.964
N  -6.292  1.643  -1.107
H  -7.692  1.387  0.893
H  -6.491  2.140  1.902
H  -7.294  1.601  -1.295
H  -5.786  0.946  -1.642
C  -3.385  1.410  -3.159
O  -4.339  0.681  -2.992
N  -2.760  1.930  -2.096
N  -2.712  1.557  -4.307
H  -1.912  2.438  -2.239
H  -3.218  1.929  -1.179
H  -1.993  2.243  -4.471
H  -3.014  0.942  -5.031
C  -1.562  3.186  1.318
O  -1.860  3.721  0.259
N  -2.322  2.235  1.955
N  -0.488  3.450  2.036
H  -3.288  2.204  1.593
H  -2.165  2.103  2.943
H  0.176  4.105  1.695
H  -0.131  2.689  2.552
C  5.363  -2.751  -5.179
O  6.596  -2.494  -5.334
N  4.467  -2.056  -5.944
N  4.781  -3.555  -4.278
H  4.686  -1.083  -6.024
H  3.464  -2.235  -5.838
H  5.404  -4.156  -3.766
H  3.808  -3.556  -4.105
C  2.037  -8.193  0.190
O  2.937  -8.966  -0.025
N  0.726  -8.334  -0.154
N  2.089  -7.071  0.978
H  0.628  -8.902  -0.981
H  0.091  -7.541  -0.123
H  1.354  -6.370  0.967
H  2.971  -6.614  1.188
C  -1.129  -4.683  1.517
O  -0.627  -5.435  0.693
N  -0.460  -3.796  2.153
N  -2.469  -4.748  1.886
H  0.419  -3.588  1.719
H  -0.890  -3.057  2.635
H  -2.822  -5.651  1.652
H  -2.670  -4.553  2.851
C  2.854  -5.187  -2.069
O  2.278  -5.002  -3.156
N  2.697  -4.369  -0.983
N  3.637  -6.273  -1.856
H  2.381  -3.439  -1.085
H  3.241  -4.614  -0.196
H  3.875  -6.936  -2.545
H  4.247  -6.164  -1.058
C  -2.808  2.343  5.269
O  -1.798  3.019  5.084
N  -2.947  1.153  5.971
N  -3.934  2.732  4.617
H  -2.485  1.106  6.853
H  -3.916  0.820  6.010
H  -4.805  2.214  4.442
H  -3.962  3.609  4.169
C  -3.814  5.499  -3.222
O  -2.662  5.390  -3.542
N  -4.730  6.174  -3.963
N  -4.250  5.101  -1.961
H  -5.619  6.275  -3.510
H  -4.334  6.830  -4.614
H  -5.202  4.800  -1.869
H  -3.586  4.491  -1.489
C  1.247  1.355  4.842
O  0.525  0.476  4.291
N  2.469  1.120  5.282
N  0.815  2.598  5.033
H  3.107  1.797  5.609
H  2.853  0.352  4.772
H  -0.190  2.724  5.187
H  1.369  3.433  5.269
C  3.831  2.520  1.872
O  4.095  2.970  3.018
N  3.246  1.340  1.619
N  4.320  3.159  0.875
H  2.411  1.175  2.170
H  3.270  0.956  0.677
H  5.151  3.759  0.999
H  4.187  2.665  -0.004
C  5.829  -1.299  3.820
O  5.033  -1.376  4.754
N  6.874  -2.075  3.634
N  5.727  -0.398  2.832
H  7.198  -2.588  4.429
H  7.415  -1.847  2.800
H  6.529  -0.199  2.277
H  5.076  0.328  3.067
C  0.594  -0.470  0.441
O  1.357  -0.700  -0.527
N  -0.555  0.097  0.356
N  0.974  -0.921  1.629
H  -1.172  0.353  1.080
H  -0.636  0.601  -0.509
H  0.574  -0.572  2.500
H  1.925  -1.255  1.699
C  4.720  5.671  -2.593
O  5.569  6.209  -3.286
N  3.685  6.360  -2.036
N  4.782  4.342  -2.284
H  3.515  7.301  -2.340
H  3.233  6.062  -1.161
H  3.949  4.000  -1.825
H  5.716  3.998  -2.060
C  0.583  3.361  -1.988
O  0.189  2.384  -2.598
N  0.185  4.582  -2.287
N  1.479  3.307  -1.093
H  0.928  5.281  -2.308
H  -0.346  4.647  -3.142
H  1.708  2.316  -0.916
H  1.480  3.912  -0.293
C  -2.024  -2.687  5.557
O  -2.454  -3.076  4.470
N  -2.622  -2.974  6.702
N  -1.020  -1.808  5.749
H  -2.113  -2.831  7.542
H  -3.435  -3.560  6.749
H  -0.684  -1.296  4.941
H  -1.080  -1.164  6.551
C  0.031  1.394  -6.276
O  -0.771  2.339  -6.115
N  1.095  1.193  -5.392
N  0.172  0.420  -7.195
H  1.092  1.787  -4.584
H  1.421  0.235  -5.299
H  -0.269  0.451  -8.093
H  0.872  -0.275  -7.055
C  -4.911  -1.837  -0.318
O  -5.933  -1.213  -0.602
N  -3.663  -1.500  -0.814
N  -4.861  -2.868  0.606
H  -2.879  -2.144  -0.698
H  -3.595  -0.707  -1.413
H  -5.740  -3.349  0.789
H  -3.981  -3.390  0.787
C  -5.767  -0.353  3.599
O  -6.511  0.567  3.871
N  -4.867  -0.226  2.625
N  -5.661  -1.482  4.314
H  -5.189  0.467  1.986
H  -4.511  -1.049  2.151
H  -4.890  -2.148  4.211
H  -6.327  -1.628  5.053
C  -5.330  5.264  2.075
O  -5.254  4.360  2.925
N  -5.985  6.493  2.200
N  -4.811  5.158  0.827
H  -6.861  6.336  2.672
H  -6.069  7.029  1.358
H  -4.920  5.930  0.173
H  -4.062  4.489  0.664
C  6.582  -3.089  0.859
O  7.546  -2.371  0.580
N  6.603  -4.393  1.265
N  5.225  -2.698  0.778
H  7.478  -4.814  1.473
H  5.669  -4.716  1.523
H  4.409  -3.136  1.095
H  4.985  -2.076  0.013
C  4.137  0.378  -1.976
O  4.089  1.247  -1.079
N  3.119  0.301  -2.910
N  5.073  -0.546  -2.169
H  2.257  0.686  -2.527
H  2.989  -0.470  -3.538
H  5.000  -1.037  -3.041
H  5.910  -0.557  -1.585
C  0.720  -2.347  -5.369
O  1.655  -1.485  -5.433
N  0.571  -3.199  -6.337
N  -0.026  -2.655  -4.343
H  1.306  -3.096  -7.030
H  -0.279  -3.728  -6.494
H  -0.689  -3.406  -4.272
H  0.215  -2.008  -3.605

Summary:
LUMO energy (eV): -0.24
Energy above the lowest of the compared OMol25 structures with the same formula, charge and spin (eV): 5.464
E_HOMO (eV): -8.85
Gap between HOMO and LUMO (eV): 8.61

Löwdin population analysis, charges in e, atoms 1 to 2:
1. C -0.74
2. O 0.01

***

Number 1: DFT total energy -568.898512 hartree. Number 2: DFT total energy -1142.984078 hartree. Number 3: DFT total energy -5857.794070 hartree.